Formula: C13H11FN4O
Source: OMol25
Level of theory: ωB97M-V/def2-TZVPD

```
30
Properties=species:S:1:pos:R:3:forces:R:3:lowdin_charge:R:1
N 5.52285 3.02143 0.83857 0.58 0.24 0.11 0.15
C 4.49044 2.57017 0.64990 0.11 0.03 0.03 -0.24
C 3.19389 1.98766 0.41944 -0.60 -0.32 -0.10 -0.17
C 3.16130 0.53528 0.90085 0.45 0.18 0.11 -0.12
N 1.86232 -0.03978 0.65212 -0.33 -0.55 0.08 -0.15
C 1.47886 -1.30016 0.91252 -0.45 -0.04 -0.15 0.01
C 0.15641 -1.41597 0.51203 0.72 0.69 0.01 -0.14
C -0.70692 -2.55478 0.66600 -0.76 -0.78 0.11 -0.12
N -0.21995 -3.68576 0.97456 0.56 -0.30 0.07 -0.01
O -1.15462 -4.70620 1.12585 -0.25 0.36 -0.08 -0.06
C -0.16639 -0.12740 0.00246 0.64 -0.55 0.34 -0.20
C -1.41456 0.34412 -0.58223 -0.27 0.20 -0.13 -0.17
C -1.81971 1.66116 -0.36787 -0.02 -0.20 -0.04 -0.02
C -2.99929 2.13308 -0.90814 -0.19 -0.01 -0.15 0.00
C -3.77094 1.27484 -1.67168 0.10 -0.06 0.01 -0.27
F -4.92798 1.72732 -2.19910 0.12 -0.05 0.06 0.06
C -3.38565 -0.03017 -1.91856 -0.23 0.17 -0.05 0.00
C -2.20197 -0.49066 -1.37332 0.11 0.18 0.13 -0.03
N 0.88271 0.67649 0.10897 -0.29 0.60 -0.34 0.14
H 2.43760 2.57176 0.94924 0.05 -0.05 -0.14 0.12
H 2.96335 2.03050 -0.64788 -0.04 0.05 0.14 0.13
H 3.37787 0.49009 1.97500 -0.01 0.02 -0.19 0.14
H 3.92245 -0.05308 0.37504 -0.12 0.12 0.10 0.14
H 2.12835 -2.02300 1.36033 0.18 -0.15 0.13 0.13
H -1.77795 -2.40300 0.53145 -0.01 -0.17 0.04 0.13
H -0.62796 -5.48628 1.34813 0.02 0.35 -0.08 0.09
H -1.19725 2.30685 0.23113 0.04 0.07 0.07 0.11
H -3.32721 3.14772 -0.74602 -0.05 0.09 0.01 0.12
H -4.00469 -0.66528 -2.53241 -0.07 -0.03 -0.07 0.12
H -1.87536 -1.49696 -1.58640 0.02 -0.09 -0.03 0.11
```
Forces are in eV/Å.

The SMILES is N#CCCn1cc(/C=N/O)c(-c2ccc(F)cc2)n1. The energy above the lowest of the compared OMol25 structures with the same formula, charge and spin comes out at 0.0 kcal per mole. As for the total energy: -896.05005 hartree. The HOMO energy comes out at -8.6783 eV. The LUMO energy is 0.01997 Ha. The HOMO-LUMO gap comes out at 0.3389 Ha.